Record 1
DFT (ωB97M-V/def2-TZVPD) results for a cluster of 2 separate species, CH3O4P in total.

Structure (ORCA input):
```
! RIJCOSX wB97M-V def2-TZVPD def2/J DEFGRID3
* xyz 0 1
C -1.830 0.505 0.038
O -2.512 -0.394 0.134
O 0.788 0.578 0.955
O 0.711 -1.333 -0.467
O -0.372 0.743 -1.326
P 0.955 0.305 -0.662
H -1.554 1.473 0.480
H 1.441 0.146 1.535
H 1.308 -1.917 -1.064
*
```

Computed properties:
- energy above the lowest of the compared OMol25 structures with the same formula, charge and spin (kJ/mol) = 212.5
- frontier orbital gap (eV) = 8.476

=====

Record 2
DFT (ωB97M-V/def2-TZVPD) results for an isolated molecule of CH3O4P.

Structure (ORCA input):
```
! RIJCOSX wB97M-V def2-TZVPD def2/J DEFGRID3
* xyz 0 1
C 0.910 -1.054 0.898
O 0.892 0.166 0.437
O -0.269 1.936 -0.829
O -0.063 -1.747 1.014
O -0.914 -0.312 -1.266
P -0.732 0.647 0.008
H 1.928 -1.378 1.161
H -0.181 2.734 -0.304
H -1.570 -0.993 -1.118
*
```

Computed properties:
- energy above the lowest of the compared OMol25 structures with the same formula, charge and spin (kJ/mol) = 1.8
- frontier orbital gap (eV) = 10.519
- SMILES = O=COP(O)O

=====

Record 3
DFT (ωB97M-V/def2-TZVPD) results for a structure of composition CH3O4PS.

Structure (ORCA input):
```
! RIJCOSX wB97M-V def2-TZVPD def2/J DEFGRID3
* xyz 0 1
C 1.364 -0.033 -0.236
O -1.590 2.153 1.107
O -0.956 -0.427 1.083
O -1.253 0.130 -1.128
O -0.209 -2.099 -0.697
P -2.208 0.942 0.773
S -0.324 -0.692 -0.329
H 1.471 0.960 -0.726
H 1.697 -0.166 0.886
H 2.008 -0.769 -0.733
*
```

Computed properties:
- energy above the lowest of the compared OMol25 structures with the same formula, charge and spin (kJ/mol) = 25.0
- frontier orbital gap (eV) = 10.922